(1)
Density functional theory data (ωB97M-V/def2-TZVPD) for a cluster of 2 separate species, C5H15NO in total in a non-equilibrium geometry.

Last column: Mulliken charge in e.
Cartesian coordinates (Å):
1 H -2.309 0.783 -2.105  0.3213
2 H 0.950 1.514 -1.438  0.1630
3 C 0.615 1.391 -0.312  -0.5396
4 H 2.840 -1.334 -0.194  0.2785
5 N -0.711 1.859 -0.131  -0.3315
6 C 2.019 -0.753 -0.748  -1.4757
7 H -1.504 1.251 0.070  0.1054
8 H 0.231 -1.352 2.924  0.2631
9 H 1.463 -2.029 1.870  0.3837
10 H -0.846 2.769 0.110  0.1449
11 H 1.422 1.969 0.226  0.2886
12 H -2.472 -0.175 -0.981  0.3199
13 H -0.957 -0.535 1.116  0.4192
14 H 2.591 -0.114 -1.354  0.4747
15 C 0.439 -1.939 1.898  -1.2678
16 H -0.117 -2.882 1.894  0.3568
17 H 1.481 0.045 1.137  0.1564
18 O -2.836 0.586 -1.375  -0.6706
19 C 1.018 -0.106 0.168  0.6343
20 H -0.504 -1.782 -0.044  0.2347
21 C -0.109 -0.994 0.689  -0.5794
22 H 1.503 -1.418 -1.485  0.3201

Output
* total charge: 0
* 2S+1: 1
* gap between HOMO and LUMO: 9.347 eV
* HOMO level: -0.3085 Eh
* energy relative to the best compared isomer or geometry (same formula, charge and spin): 221.7 kJ/mol
* DFT total energy: -8964.06100 eV

=====

(2)
Density functional theory data (ωB97M-V/def2-TZVPD) for a cluster of 2 separate species, C5H15NO in total in a non-equilibrium geometry.

Last column: Mulliken charge in e.
Cartesian coordinates (Å):
1 H -2.888 0.474 1.049  0.3597
2 C -0.096 0.956 1.458  -0.1951
3 H 4.061 -1.834 -4.731  0.3190
4 H -0.265 3.134 0.937  0.3219
5 H -1.069 -1.528 1.340  0.4548
6 C -2.265 0.812 0.210  -1.1778
7 H -2.261 1.890 0.146  0.3560
8 H 0.342 -1.016 -1.088  0.3829
9 O 4.962 -1.559 -4.551  -0.6383
10 H 0.260 -2.899 -0.456  0.3593
11 C -0.858 -1.149 0.308  -0.5942
12 H -1.519 2.433 1.963  0.3972
13 H 1.283 -1.652 0.284  0.2414
14 C 0.407 -1.825 -0.340  -1.2157
15 H 0.052 2.645 2.670  0.3630
16 H 0.898 0.871 1.033  0.2473
17 C -0.458 2.402 1.734  -1.3318
18 H -1.758 -1.384 -0.255  0.4134
19 N -0.901 0.306 0.320  -0.0909
20 H -0.325 0.215 2.240  0.3166
21 H 5.042 -1.608 -3.593  0.3191
22 H -2.645 0.317 -0.676  0.3922

Output
* total charge: 0
* 2S+1: 1
* gap between HOMO and LUMO: 9.026 eV
* HOMO level: -0.3025 Eh
* energy relative to the best compared isomer or geometry (same formula, charge and spin): 206.4 kJ/mol
* DFT total energy: -8964.21936 eV

=====

(3)
Density functional theory data (ωB97M-V/def2-TZVPD) for a cluster of 2 separate species, C5H15NO in total in a non-equilibrium geometry.

Last column: Mulliken charge in e.
Cartesian coordinates (Å):
1 H -0.871 -3.309 0.775  0.2652
2 H 1.670 -0.888 1.081  0.3277
3 N -0.699 -2.377 1.113  -0.3027
4 H 2.234 4.034 -5.213  0.3215
5 C -1.872 -2.191 1.997  -0.9391
6 H -0.067 1.945 -0.084  0.4324
7 H 3.273 4.922 -4.530  0.3197
8 H 0.285 -1.578 -0.537  0.4695
9 C -0.558 -1.354 0.127  -1.1638
10 H -1.401 -1.400 -0.586  0.3811
11 H 0.554 0.909 -1.208  0.3956
12 H -1.010 0.292 1.465  0.4221
13 C -0.313 0.975 -0.550  -1.7378
14 H 1.250 0.373 2.320  0.3019
15 H -2.426 -3.129 1.958  0.3632
16 C 1.097 0.009 1.309  -1.3452
17 H -2.465 -1.379 1.605  0.3088
18 H -1.519 -2.093 3.018  0.2297
19 H 1.709 0.724 0.729  0.3921
20 C -0.306 0.066 0.664  0.8293
21 O 2.654 4.205 -4.360  -0.6413
22 H -1.217 1.244 -1.094  0.3699

Output
* total charge: 0
* 2S+1: 1
* gap between HOMO and LUMO: 9.438 eV
* HOMO level: -0.3112 Eh
* energy relative to the best compared isomer or geometry (same formula, charge and spin): 170.6 kJ/mol
* DFT total energy: -8964.59017 eV

=====

(4)
Density functional theory data (ωB97M-V/def2-TZVPD) for a cluster of 2 separate species, C5H15NO in total in a non-equilibrium geometry.

Last column: Mulliken charge in e.
Cartesian coordinates (Å):
1 H -2.431 -1.424 0.888  0.3737
2 C -0.083 0.688 1.841  -1.0191
3 H -0.321 1.876 -0.481  0.3763
4 H -0.218 0.432 -1.488  0.3120
5 H -0.791 1.518 2.005  0.2758
6 C -1.765 -1.805 0.125  -1.4488
7 H 1.462 -1.261 -0.814  0.3773
8 H -0.226 -0.030 2.641  0.3237
9 H -0.028 -1.806 1.362  0.3790
10 H -2.119 -1.337 -0.797  0.3164
11 H 2.431 3.281 -1.449  0.3228
12 H 0.879 -2.921 -0.406  0.3997
13 C 0.106 0.875 -0.548  -1.1175
14 O 1.869 4.053 -1.384  -0.6359
15 N -0.312 0.094 0.552  0.1690
16 H 1.203 0.980 -0.648  0.3021
17 C -0.356 -1.354 0.422  0.3631
18 H 0.883 1.200 1.863  0.3197
19 C 0.601 -1.905 -0.673  -1.4767
20 H -1.843 -2.891 0.070  0.3943
21 H 0.987 3.688 -1.481  0.3383
22 H 0.073 -1.952 -1.600  0.3551

Output
* total charge: 0
* 2S+1: 1
* gap between HOMO and LUMO: 8.714 eV
* HOMO level: -0.2919 Eh
* energy relative to the best compared isomer or geometry (same formula, charge and spin): 121.9 kJ/mol
* DFT total energy: -8965.09493 eV

=====

(5)
Density functional theory data (ωB97M-V/def2-TZVPD) for a cluster of 2 separate species, C5H15NO in total in a non-equilibrium geometry.

Last column: Mulliken charge in e.
Cartesian coordinates (Å):
1 H 0.015 -0.940 -2.522  0.4210
2 H 0.714 -2.406 1.857  0.3656
3 H -0.501 0.270 1.771  0.1369
4 C -1.132 -0.329 -0.786  0.5941
5 C 0.237 -0.428 1.340  -0.2667
6 N 0.141 -0.609 -0.084  -0.3295
7 H -1.808 -1.097 -0.404  0.1760
8 H 3.593 2.464 -0.209  0.2937
9 O 2.925 1.845 0.018  -0.6039
10 H -0.011 -1.437 3.218  0.3717
11 H -0.742 0.562 -2.729  0.3541
12 H -2.043 1.053 0.628  0.4090
13 H -1.033 1.886 -0.493  0.2407
14 H 0.915 -0.168 -0.553  0.2632
15 C -0.003 -1.701 2.165  -1.2869
16 H 1.178 0.061 1.589  0.3673
17 C -0.918 -0.409 -2.291  -1.4534
18 H -0.957 -2.133 1.888  0.2756
19 H -2.562 1.252 -1.080  0.4134
20 H 2.212 2.499 0.087  0.3008
21 H -1.712 -1.001 -2.735  0.3419
22 C -1.724 1.042 -0.411  -1.3847

Output
* total charge: 0
* 2S+1: 1
* gap between HOMO and LUMO: 8.910 eV
* HOMO level: -0.3041 Eh
* energy relative to the best compared isomer or geometry (same formula, charge and spin): 101.7 kJ/mol
* DFT total energy: -8965.30467 eV

=====

(6)
Density functional theory data (ωB97M-V/def2-TZVPD) for a cluster of 2 separate species, C5H15NO in total in a non-equilibrium geometry.

Last column: Mulliken charge in e.
Cartesian coordinates (Å):
1 H 0.554 -0.148 2.451  0.2974
2 C 0.696 0.032 -0.711  -0.7557
3 H -0.194 1.162 1.504  0.2707
4 N 0.957 -2.908 -0.688  -0.5908
5 C -0.037 -2.201 0.123  -0.7411
6 C 1.557 0.347 0.516  -0.3795
7 H 0.430 1.028 -1.097  0.3444
8 H 0.727 -2.831 -1.671  0.2390
9 H 2.179 -0.493 0.728  0.2391
10 H 1.268 1.429 2.347  0.3866
11 H -3.846 4.835 -0.608  0.3190
12 H -1.161 -0.350 0.267  0.3046
13 C -0.540 -0.861 -0.464  -0.4050
14 H -0.837 -2.887 0.325  0.3120
15 O -3.340 4.263 -1.196  -0.6399
16 H 1.285 -0.328 -1.557  0.3214
17 C 0.750 0.686 1.780  -1.1734
18 H -3.958 3.564 -1.455  0.3209
19 H 2.183 1.210 0.334  0.4003
20 H 1.899 -2.584 -0.566  0.2924
21 H 0.460 -1.951 1.061  0.3267
22 H -1.032 -1.015 -1.423  0.3112

Output
* total charge: 0
* 2S+1: 1
* gap between HOMO and LUMO: 9.891 eV
* HOMO level: -0.3329 Eh
* energy relative to the best compared isomer or geometry (same formula, charge and spin): 79.4 kJ/mol
* DFT total energy: -8965.53576 eV

=====

(7)
Density functional theory data (ωB97M-V/def2-TZVPD) for a cluster of 2 separate species, C5H15NO in total in a non-equilibrium geometry.

Last column: Mulliken charge in e.
Cartesian coordinates (Å):
1 H 1.595 0.666 1.726  0.3630
2 H -0.399 1.588 1.604  0.3562
3 C 1.396 -1.144 0.599  -1.0797
4 C -0.549 0.635 1.084  -0.5444
5 N -0.642 -0.884 -1.901  -0.3915
6 H -1.106 -0.490 -2.722  0.2838
7 H -0.610 -0.126 -1.014  0.0477
8 C 1.627 1.201 -0.352  -1.2179
9 H -2.274 -0.209 0.139  0.3954
10 H 1.153 -1.701 1.503  0.3507
11 H 2.435 -1.334 0.329  0.4117
12 H -0.683 -0.006 1.960  0.2638
13 H 1.461 2.256 -0.136  0.3288
14 H -1.892 1.467 -0.364  0.3636
15 H 0.761 -1.539 -0.187  0.2067
16 C -1.945 0.773 0.475  -1.4024
17 C 1.148 0.331 0.785  0.3548
18 O -1.561 -1.888 -1.445  -0.4213
19 H 2.698 1.055 -0.520  0.4286
20 H 1.110 0.939 -1.275  0.2213
21 H -1.066 -2.714 -1.508  0.3191
22 H -2.657 1.124 1.221  0.3620

Output
* total charge: 0
* 2S+1: 1
* gap between HOMO and LUMO: 10.741 eV
* HOMO level: -0.3574 Eh
* energy relative to the best compared isomer or geometry (same formula, charge and spin): 362.0 kJ/mol
* DFT total energy: -8962.60694 eV

=====

(8)
Density functional theory data (ωB97M-V/def2-TZVPD) for a cluster of 2 separate species, C5H15NO2 in total in a non-equilibrium geometry.

Last column: Mulliken charge in e.
Cartesian coordinates (Å):
1 O 0.978 4.467 -0.724  -0.6286
2 H 1.660 1.145 -2.162  0.2856
3 H 0.817 4.080 -1.588  0.3134
4 H 0.122 4.533 -0.294  0.3125
5 H 0.747 -2.633 -1.271  0.3771
6 H -0.134 0.624 0.434  0.2851
7 H -0.445 -1.453 -1.686  0.3681
8 H -2.624 0.541 0.321  0.2033
9 H -1.115 0.751 2.790  0.3613
10 C -0.800 -0.194 2.341  -1.4076
11 C 0.419 -1.619 -1.055  -0.7136
12 H -2.436 -1.162 0.264  0.2155
13 H 0.146 -0.494 2.806  0.3415
14 C 1.547 -0.653 -1.394  -0.4584
15 O 0.973 0.643 -1.712  -0.5121
16 H 2.025 -1.000 -2.304  0.4015
17 H 2.209 -0.562 -0.522  0.2766
18 H -0.694 -2.366 0.663  0.4817
19 C -0.015 -1.551 0.413  -1.0131
20 C -0.694 -0.233 0.810  0.3807
21 H 0.873 -1.683 1.022  0.3553
22 H -1.542 -0.932 2.665  0.2993
23 N -2.017 -0.249 0.183  -0.5250

Output
* total charge: 0
* 2S+1: 1
* gap between HOMO and LUMO: 9.453 eV
* HOMO level: -0.3199 Eh
* energy relative to the best compared isomer or geometry (same formula, charge and spin): 95.0 kJ/mol
* DFT total energy: -11012.96168 eV